# 1
Computed, not measured: a structure of composition C48H48FN8O6PS2Ti in a non-equilibrium geometry, with ωB97M-V/def2-TZVPD.

Each line ends with the Mulliken charge.
CARTESIAN COORDINATES (ANGSTROEM)
Ti1 -0.9912 0.7617 -0.9310  -0.685
F1 4.5800 -0.1857 2.7043  -0.387
C1 4.3808 -0.5923 1.4485  -0.271
C2 3.1886 -0.2999 0.8819  -0.772
C3 2.9402 -0.6086 -0.4700  0.932
C4 1.6901 -0.2973 -1.0911  1.352
O1 0.7734 0.2546 -0.4358  -0.174
C5 1.5420 -0.6581 -2.4682  -0.027
C6 2.5816 -1.2629 -3.1043  -0.267
N1 3.7427 -1.5535 -2.5293  0.419
C7 4.7942 -2.2276 -3.2593  -0.501
C8 4.4463 -3.2582 -4.2820  -0.937
C9 5.0691 -3.6678 -2.9767  -0.345
C10 3.9683 -1.2177 -1.1954  -0.789
C11 5.1917 -1.5083 -0.6036  -0.518
C12 5.4540 -1.2307 0.7397  0.186
N2 6.6741 -1.4857 1.2703  0.272
C13 7.8498 -1.3627 0.4029  -0.983
C14 8.3649 -2.6477 -0.2376  -1.164
N3 8.7596 -3.6971 2.5801  -0.907
C15 7.3542 -3.4530 2.7545  -0.584
C16 6.8603 -1.9873 2.6502  -0.692
C17 0.2851 -0.4667 -3.2787  -0.147
O2 0.2101 -0.9548 -4.3879  -0.768
O3 -0.6647 0.2331 -2.7131  -0.448
H1 2.4248 0.1964 1.4679  0.664
H2 2.4660 -1.5305 -4.1444  0.779
H3 5.6507 -1.6031 -3.4634  0.491
H4 5.0419 -3.2845 -5.1834  0.236
H5 3.4034 -3.5043 -4.4330  0.354
H6 6.1004 -3.9935 -2.9553  0.275
H7 4.4253 -4.1538 -2.2532  0.183
H8 5.9652 -1.9863 -1.1774  0.298
H9 8.6451 -0.9492 1.0230  0.449
H10 7.6094 -0.6183 -0.3629  0.463
H11 9.2119 -2.4128 -0.8961  0.347
H12 7.5910 -3.1480 -0.8333  0.194
H13 9.2439 -3.1896 3.3188  0.078
H14 8.6953 -3.3176 0.5737  0.490
H15 6.9326 -3.7805 3.7424  0.230
H16 6.7825 -4.0132 1.9898  0.360
H17 7.5928 -1.3617 3.1710  0.206
H18 5.9060 -1.9000 3.1691  0.390
C18 -3.7297 -4.0366 -0.4837  -0.962
N4 -3.0680 -3.8555 0.8138  0.158
C19 -1.8170 -4.6219 0.8114  -0.996
N5 -0.9280 -4.3206 -0.3114  0.128
C20 -1.6772 -4.4786 -1.5627  -0.970
N6 -2.8977 -3.6854 -1.6227  0.164
C21 -2.5681 -2.2382 -1.5872  -1.879
P1 -1.6139 -1.6212 -0.0283  3.514
C22 -2.8397 -2.4369 1.1229  -1.302
C23 -0.3362 -2.9775 -0.1886  -1.575
H19 -4.6342 -3.4288 -0.5025  0.415
H20 -4.0102 -5.0893 -0.5728  0.295
H21 -2.0732 -5.6812 0.7620  0.300
H22 -1.2843 -4.4326 1.7450  0.433
H23 -1.9451 -5.5331 -1.6649  0.286
H24 -1.0317 -4.1966 -2.3958  0.433
H25 -3.4921 -1.6656 -1.6626  0.322
H26 -1.9826 -1.9968 -2.4743  0.491
H27 -3.7872 -1.9032 1.0571  0.361
H28 -2.4764 -2.3531 2.1459  0.471
H29 0.3302 -2.9587 0.6718  0.511
H30 0.2641 -2.7865 -1.0784  0.303
C24 -0.8526 2.6655 -0.9691  -0.657
C25 -1.2955 4.0190 -0.9234  1.163
C26 -0.6032 5.0763 -1.5521  -0.271
C27 -1.0887 6.3744 -1.5214  -0.544
C28 -2.2768 6.6775 -0.8594  -0.414
C29 -2.9747 5.6500 -0.2259  -0.707
C30 -2.4994 4.3490 -0.2518  -0.255
H31 0.3238 4.8498 -2.0640  0.444
H32 -0.5371 7.1620 -2.0235  0.356
H33 -2.6525 7.6933 -0.8366  0.373
H34 -3.9054 5.8672 0.2899  0.414
H35 -3.0420 3.5539 0.2424  0.333
O4 -1.0978 3.0552 8.2621  -0.506
C31 -0.3316 3.3577 7.1907  0.553
O5 0.5324 4.1652 7.3231  -0.571
C32 -0.6449 2.6545 5.9064  1.092
C33 0.0201 3.0754 4.7651  -0.627
C34 -0.2572 2.5109 3.5306  -0.425
C35 -1.2177 1.5053 3.4157  -0.028
S1 -1.6684 0.8358 1.8739  0.067
C36 -1.8531 1.0476 4.5682  -1.026
C37 -1.5657 1.6187 5.7966  -0.876
H36 -1.7898 2.4412 7.9994  0.281
H37 0.7494 3.8701 4.8645  0.434
H38 0.2578 2.8466 2.6400  0.476
H39 -2.5718 0.2423 4.4897  0.425
H40 -2.0763 1.2161 6.6664  0.133
S2 -7.3601 1.4285 -2.8541  -0.223
C38 -5.7145 1.2580 -2.2974  -0.232
C39 -4.5950 1.5380 -3.1454  -0.778
C40 -3.3269 1.4388 -2.6705  -0.739
N7 -3.0090 1.0445 -1.3707  1.513
C41 -4.1099 0.8130 -0.5479  -0.353
C42 -5.4050 0.9043 -0.9508  -0.796
C43 -7.6929 3.1188 -2.3428  0.394
C44 -7.3609 4.1979 -3.1494  -0.196
C45 -7.6104 5.4869 -2.6928  -0.372
N8 -8.1596 5.7671 -1.5094  -0.652
C46 -8.4558 4.7237 -0.7334  -0.385
C47 -8.2458 3.3985 -1.0994  -0.159
H41 -4.7516 1.8330 -4.1775  0.365
H42 -2.4948 1.6555 -3.3159  0.405
H43 -3.8932 0.5445 0.4738  0.277
H44 -6.1972 0.7038 -0.2367  0.387
H45 -6.9092 4.0317 -4.1198  0.316
H46 -7.3602 6.3436 -3.3133  0.347
H47 -8.8905 4.9613 0.2346  0.348
H48 -8.5077 2.5875 -0.4301  0.341
O6 0.3812 -1.0192 2.5719  -0.568
C48 -0.5475 -0.9175 1.8638  -0.060

Summary:
**Energy**: -131550.4713 eV
**HOMO (spin up / spin down)**: -0.85 / -1.16 eV
**Orbital gap (spin up / spin down)**: 0.15986 / 0.17018 Ha
**Largest force on an atom**: 2.59 eV/Å
**Total charge**: -2
**Spin multiplicity**: 3

# 2
Computed, not measured: a cluster of 8 separate species, C48H48O16 in total in a non-equilibrium geometry, with ωB97M-V/def2-TZVPD.

Each line ends with the Mulliken charge.
CARTESIAN COORDINATES (ANGSTROEM)
O1 15.8278 3.0185 24.6543  -0.562
C1 14.9638 3.9168 23.9550  0.935
C2 13.7386 4.0659 24.5109  -0.780
C3 12.8120 4.8512 23.8156  -0.288
C4 13.1635 5.4315 22.6352  0.529
O2 12.3336 6.4023 22.0768  -0.429
C5 14.4482 5.2581 22.0838  -0.652
C6 15.3804 4.4443 22.7356  -0.972
H1 16.6815 2.9963 24.1786  0.278
H2 13.5261 3.6327 25.4761  0.426
H3 11.8336 5.0404 24.2172  0.498
H4 11.4225 6.3490 22.4441  0.155
H5 14.6611 5.8039 21.1845  0.513
H6 16.3914 4.3404 22.4410  0.367
O3 7.6649 10.5379 19.3013  -0.170
C7 6.4657 10.1606 19.8777  0.159
C8 6.2862 9.0231 20.6248  -0.710
C9 4.9890 8.6380 21.0184  -0.066
C10 3.8897 9.3568 20.6989  0.058
O4 2.6970 8.9771 21.1884  -0.634
C11 4.0747 10.5373 20.0086  -0.383
C12 5.3018 10.9010 19.5055  -0.403
H7 8.4198 9.9048 19.4370  0.108
H8 7.1504 8.4906 20.9500  0.751
H9 4.9120 7.6997 21.5924  0.335
H10 2.2162 9.6689 21.6056  0.294
H11 3.2137 11.1705 19.8275  0.386
H12 5.3249 11.7992 18.9370  0.468
O5 12.2135 7.7514 19.7378  -0.225
C13 12.4553 6.9522 18.6586  -0.249
C14 12.9482 7.5376 17.4631  -0.472
C15 13.1247 6.7584 16.3081  -0.663
C16 12.6551 5.4357 16.3029  0.259
O6 12.6699 4.5260 15.2420  -0.540
C17 12.0415 4.9447 17.4565  -0.270
C18 12.0187 5.6323 18.6362  0.889
H13 12.4729 7.2865 20.5524  0.193
H14 13.1300 8.6151 17.5423  0.407
H15 13.3902 7.1351 15.2839  0.214
H16 13.2108 4.8911 14.5213  0.309
H17 11.6013 3.9291 17.4286  0.215
H18 11.5773 5.2185 19.5414  -0.039
O7 12.5850 2.2161 19.6773  -0.602
C19 11.4405 2.6294 20.3120  0.075
C20 11.5099 2.8302 21.6798  -0.523
C21 10.4188 3.3343 22.2966  -0.321
C22 9.2552 3.5392 21.5672  0.281
O8 8.2583 4.3145 22.2662  -0.547
C23 9.1669 3.3481 20.2105  -0.597
C24 10.2701 2.8271 19.5491  -0.579
H19 12.6790 2.6270 18.7944  0.395
H20 12.4213 2.5694 22.1926  0.491
H21 10.3131 3.5392 23.3491  0.703
H22 7.4726 4.2933 21.7379  0.287
H23 8.3257 3.6730 19.6404  0.403
H24 10.2868 2.6770 18.4710  0.550
O9 5.6507 13.4633 23.1767  -0.408
C25 6.4318 14.1904 22.2978  0.344
C26 6.4539 15.5346 22.4202  -0.866
C27 6.9895 16.3007 21.3703  -0.569
C28 7.6187 15.7001 20.2953  0.246
O10 8.2024 16.4110 19.2865  -0.550
C29 7.6278 14.3217 20.2721  -0.339
C30 7.0672 13.5508 21.2464  0.824
H25 5.9940 12.5498 23.0834  0.316
H26 6.1388 15.8995 23.3771  0.429
H27 6.8991 17.3932 21.4797  0.239
H28 7.9795 17.3554 19.2462  0.297
H29 8.0833 13.7646 19.4591  0.482
H30 6.9412 12.4609 21.1252  -0.321
O11 10.3811 9.9406 19.0066  -0.558
C31 10.7261 11.2005 19.3453  0.195
C32 11.2307 11.5042 20.6107  -0.085
C33 11.3739 12.8120 20.9405  -0.662
C34 10.8849 13.8058 20.0895  0.546
O12 10.9375 15.1457 20.5305  -0.645
C35 10.3049 13.4720 18.8885  -0.371
C36 10.2078 12.1505 18.4688  -0.351
H31 11.0292 9.2485 19.2095  0.028
H32 11.4677 10.7056 21.3708  0.339
H33 11.8352 13.1237 21.8921  0.381
H34 10.6270 15.7616 19.8606  0.334
H35 9.9620 14.3186 18.2677  0.258
H36 9.7936 11.8207 17.5244  0.478
O13 0.8478 10.4592 28.6721  -0.545
C37 1.5338 10.8158 27.5352  0.744
C38 2.5307 11.8001 27.5604  -0.585
C39 3.2285 12.1015 26.3752  -0.512
C40 2.8957 11.5449 25.1472  0.393
O14 3.5994 11.6966 23.9467  -0.417
C41 1.8841 10.5610 25.1199  -0.424
C42 1.1959 10.2594 26.2762  -0.601
H37 1.1132 11.0184 29.3960  0.285
H38 2.8958 12.3178 28.4575  0.258
H39 3.9960 12.8425 26.3981  0.457
H40 4.0076 12.5754 23.8125  0.325
H41 1.7679 10.0080 24.2058  0.305
H42 0.4052 9.5214 26.2842  0.390
O15 9.6250 6.5772 22.7090  -0.090
C43 8.7237 7.6559 22.9661  -0.275
C44 9.1202 8.9474 22.7381  -0.246
C45 8.2533 10.0067 23.0018  -0.211
C46 7.0272 9.7730 23.5967  0.625
O16 6.1906 10.8807 23.7321  -0.484
C47 6.6228 8.4722 23.9129  -1.027
C48 7.4757 7.4571 23.5627  -0.233
H43 9.0770 5.7975 22.5042  -0.019
H44 9.9995 9.0472 22.1558  0.196
H45 8.6359 11.0235 22.8093  0.517
H46 5.2544 10.5927 23.7729  0.073
H47 5.6328 8.2271 24.3391  0.397
H48 7.1352 6.4415 23.8254  0.436

Summary:
**SMILES**: Oc1ccc(O)cc1.Oc1ccc(O)cc1.Oc1ccc(O)cc1.Oc1ccc(O)cc1.Oc1ccc(O)cc1.Oc1ccc(O)cc1.Oc1ccc(O)cc1.Oc1ccc(O)cc1
**Energy**: -83312.8054 eV
**Energy relative to the best compared isomer or geometry (same formula, charge and spin)**: 0.0000 eV
**HOMO**: -7.83 eV
**Orbital gap**: 0.30084 Ha
**Largest force on an atom**: 3.58 eV/Å
**Total charge**: 0
**Spin multiplicity**: 1

# 3
Computed, not measured: a structure of composition C48H49BF4N4O4P3Sn, with ωB97M-V/def2-TZVPD.

Each line ends with the Mulliken charge.
CARTESIAN COORDINATES (ANGSTROEM)
Sn1 -0.4729 1.5816 0.9358  2.361
C1 1.2037 -2.5305 -2.1487  -2.653
N1 2.3697 -1.7389 -2.5041  1.494
C2 2.0448 -0.4662 -3.1350  -1.832
P1 1.7851 0.9427 -1.9242  1.526
C3 3.5149 1.4842 -1.6789  0.300
C4 4.3947 1.8954 -2.6833  0.052
C5 5.7133 2.1981 -2.3851  -0.836
C6 6.1755 2.0831 -1.0774  -0.538
C7 5.3160 1.6709 -0.0720  -0.668
C8 3.9904 1.3768 -0.3732  -0.783
C9 1.0405 2.1343 -3.1021  0.600
C10 1.5793 3.3612 -3.4853  -0.402
C11 0.8510 4.2392 -4.2792  -0.824
C12 -0.4267 3.9083 -4.7038  -0.719
C13 -0.9820 2.6944 -4.3192  -0.411
C14 -0.2586 1.8226 -3.5218  -0.871
C15 3.4918 -2.4309 -3.0154  -0.035
C16 4.7501 -1.8271 -2.9405  0.051
C17 5.8753 -2.4735 -3.4204  -0.701
C18 5.7814 -3.7478 -3.9669  -0.526
C19 4.5390 -4.3568 -4.0345  -0.720
C20 3.4013 -3.7069 -3.5733  -0.238
P2 0.2454 -1.7977 -0.7318  1.554
C21 1.1574 -2.4539 0.7071  0.498
C22 0.5334 -2.3980 1.9536  -0.504
C23 1.2138 -2.7495 3.1063  -0.456
C24 2.5395 -3.1559 3.0348  -0.668
C25 3.1753 -3.2057 1.8034  -0.628
C26 2.4924 -2.8529 0.6464  -0.660
C27 -1.1861 -2.9301 -0.8625  0.502
C28 -1.1670 -4.2652 -0.4594  -0.426
C29 -2.2583 -5.0869 -0.7007  -0.635
C30 -3.3790 -4.5827 -1.3512  -0.700
C31 -3.4160 -3.2505 -1.7352  -0.393
C32 -2.3268 -2.4250 -1.4864  -0.422
H1 1.5152 -3.5387 -1.8755  0.793
H2 0.4941 -2.6225 -2.9849  0.510
H3 1.1187 -0.5630 -3.7186  0.354
H4 2.8320 -0.1872 -3.8364  0.756
H5 4.0509 1.9640 -3.7095  0.392
H6 6.3868 2.5126 -3.1731  0.409
H7 7.2092 2.3119 -0.8486  0.381
H8 5.6594 1.5715 0.9497  0.495
H9 3.3312 1.0479 0.4244  0.412
H10 2.5670 3.6496 -3.1504  0.344
H11 1.2870 5.1909 -4.5577  0.400
H12 -0.9958 4.5981 -5.3137  0.367
H13 -1.9901 2.4337 -4.6146  0.482
H14 -0.7340 0.9064 -3.1829  -0.009
H15 4.8394 -0.8571 -2.4718  0.238
H16 6.8390 -1.9845 -3.3430  0.430
H17 6.6647 -4.2584 -4.3279  0.379
H18 4.4441 -5.3484 -4.4602  0.372
H19 2.4408 -4.1954 -3.6627  0.453
H20 -0.4878 -2.0395 2.0325  0.240
H21 0.7173 -2.6649 4.0644  0.439
H22 3.0801 -3.4069 3.9386  0.356
H23 4.2141 -3.5062 1.7383  0.415
H24 3.0196 -2.8730 -0.2997  0.127
H25 -0.2942 -4.6620 0.0481  0.403
H26 -2.2324 -6.1226 -0.3832  0.397
H27 -4.2318 -5.2248 -1.5370  0.369
H28 -4.2976 -2.8351 -2.2068  0.452
H29 -2.3854 -1.3766 -1.7525  0.038
O1 -3.0003 4.5701 2.6554  -0.756
C33 -2.6435 3.4391 2.3795  -0.062
O2 -1.4059 3.1306 2.1061  -0.524
C34 -3.6637 2.2994 2.3633  -1.004
P3 -2.8597 0.6758 2.6024  1.132
C35 -4.1993 -0.5315 2.3389  0.462
C36 -5.5082 -0.2980 2.7572  -0.516
C37 -6.4852 -1.2652 2.5894  -0.724
C38 -6.1600 -2.4866 2.0136  -0.638
C39 -4.8624 -2.7284 1.5919  -0.546
C40 -3.8897 -1.7477 1.7406  0.198
C41 -2.6361 0.5699 4.4108  0.536
C42 -2.5292 1.7030 5.2128  -0.484
C43 -2.2744 1.5825 6.5734  -0.845
C44 -2.1193 0.3320 7.1495  -0.477
C45 -2.2147 -0.8036 6.3548  -0.759
C46 -2.4665 -0.6841 4.9986  -0.630
H30 -4.1265 2.2817 1.3711  0.456
H31 -4.4389 2.5308 3.0934  0.579
H32 -5.7674 0.6473 3.2179  0.277
H33 -7.5010 -1.0662 2.9084  0.387
H34 -6.9223 -3.2455 1.8851  0.377
H35 -4.6030 -3.6701 1.1274  0.429
H36 -2.8876 -1.9263 1.3686  0.083
H37 -2.6382 2.6933 4.7890  0.265
H38 -2.1959 2.4751 7.1817  0.408
H39 -1.9227 0.2400 8.2105  0.365
H40 -2.0900 -1.7868 6.7923  0.390
H41 -2.5407 -1.5781 4.3885  0.326
N2 1.1051 3.4304 1.2110  -0.804
C47 1.1145 4.4302 0.1416  -0.281
C48 -0.3050 4.7811 -0.2772  -0.843
N3 -1.0036 3.5789 -0.7187  -0.101
H42 0.6554 3.7945 2.0476  0.297
H43 2.0219 3.0828 1.4665  0.272
H44 1.6601 4.0110 -0.7094  -0.065
H45 1.6382 5.3456 0.4402  0.446
H46 -0.2625 5.5592 -1.0486  0.589
H47 -0.8473 5.1902 0.5767  0.308
H48 -0.7245 3.3071 -1.6547  -0.279
H49 -2.0170 3.6662 -0.7256  0.286
O3 2.4250 1.4256 2.7633  -0.447
N4 1.6234 0.7524 3.4145  -0.147
O4 0.4418 0.6961 2.9576  -0.211
F1 -3.7048 0.9386 -2.6131  -0.366
B1 -3.8846 1.3383 -1.2813  0.393
F2 -3.6815 2.7402 -1.1667  -0.539
F3 -5.1575 1.0172 -0.8158  -0.357
F4 -2.9076 0.6817 -0.4813  0.260

Summary:
**Energy**: -109975.8058 eV
**HOMO**: -4.84 eV
**Orbital gap**: 0.25975 Ha
**Largest force on an atom**: 0.30 eV/Å
**Total charge**: -1
**Spin multiplicity**: 1